Entry 1:
A molecular structure, C3H5NO3S. Source: the OMol25 dataset; level of theory: wB97M-V/def2-TZVPD.

Structure (XYZ):
```
13
Properties=species:S:1:pos:R:3:forces:R:3
C 0.45947 0.59412 0.26068 0.802 0.803 1.281
C 0.18791 0.04520 -0.83741 -1.054 -0.980 -4.957
C 0.99377 1.11882 1.29840 -2.044 -0.863 0.701
N -1.35734 -2.26836 -1.40222 -2.385 1.666 -2.401
O -2.10428 -0.99329 0.65517 -1.086 1.345 0.931
O -0.22385 -2.59220 0.68571 0.514 0.651 0.615
O 0.56190 0.95474 2.57184 -0.446 -0.636 -0.281
S -1.16442 -1.78763 -0.01306 0.508 -2.811 0.621
H -0.56088 0.36811 -1.59710 0.238 0.370 1.032
H 0.74230 -0.73986 -1.33624 0.577 -0.247 0.594
H 1.72441 1.83043 1.25511 2.006 1.773 -0.911
H -2.16049 -1.64430 -1.79386 1.666 -1.507 0.536
H 1.32266 1.33751 2.95705 0.705 0.436 2.240
```
Forces are in eV/Å.

Values from the calculation:
Largest force on an atom (eV/A): 5.16
Total energy (eV): -21654.80948
HOMO level (eV): -9.59
Energy above the lowest of the compared OMol25 structures with the same formula, charge and spin (eV): 5.368
Frontier orbital gap (eV): 9.06

Results of the Mulliken charge analysis, in e, for atoms 1 through 2: 0.158, -0.843



Entry 2:
C5H7N in the gas phase. Source: the OMol25 dataset; level of theory: wB97M-V/def2-TZVPD.

Structure (XYZ):
```
13
Properties=species:S:1:pos:R:3:forces:R:3
C 2.31695 0.42763 0.59875 0.054 -0.044 0.074
C 0.11982 0.10791 -0.52884 0.075 -0.028 -0.003
C -0.87200 -0.68266 -0.84520 0.226 0.098 -0.132
N -2.13084 -0.72779 -0.16476 -0.054 0.304 0.207
C -2.63825 0.28117 0.51399 -0.085 -0.597 -0.182
C 1.16123 0.84994 -0.27111 -0.184 -0.104 -0.032
H 2.23695 0.87103 1.59806 0.000 -0.021 -0.158
H 2.35198 -0.65905 0.70977 -0.032 0.157 0.004
H 3.26379 0.76511 0.16494 -0.137 -0.062 0.050
H -0.80000 -1.35624 -1.69640 -0.009 0.106 0.099
H -2.59703 -1.62779 -0.28220 -0.019 0.179 0.072
H -3.60949 -0.10129 0.90091 0.215 0.129 -0.037
H 1.19690 1.85203 -0.69792 -0.050 -0.116 0.037
```
Forces are in eV/Å.

Values from the calculation:
Largest force on an atom (eV/A): 0.63
Total energy (eV): -6784.43585
HOMO level (eV): -8.39
Energy above the lowest of the compared OMol25 structures with the same formula, charge and spin (eV): 4.077
Frontier orbital gap (eV): 9.23

Results of the Mulliken charge analysis, in e, for atoms 1 through 2: -0.951, 0.008



Entry 3:
A molecular structure, C24H26N3Tc. Source: the OMol25 dataset; level of theory: wB97M-V/def2-TZVPD.

Structure (XYZ):
```
54
Properties=species:S:1:pos:R:3:forces:R:3
C -0.39312 0.60501 -4.79306 -0.013 0.345 -2.447
C 0.18517 1.97644 -4.79278 0.221 0.239 0.348
C 0.37782 -0.37113 -5.67218 0.001 -0.023 0.411
C -1.85845 0.57147 -5.07030 -0.305 -0.138 0.327
H 0.26014 -0.11728 -6.74151 -0.053 0.045 0.316
H 0.01587 -1.39839 -5.55677 0.055 0.020 -0.095
H 1.45275 -0.35824 -5.46459 -0.058 -0.029 -0.064
H 0.11593 2.42780 -5.79823 -0.037 -0.127 0.154
H 1.24362 1.96743 -4.51843 -0.058 0.129 -0.061
H -0.35798 2.63267 -4.10577 0.071 0.063 -0.110
H -2.06876 0.83809 -6.12030 0.126 -0.015 0.174
H -2.39592 1.28528 -4.44059 -0.086 -0.020 -0.150
H -2.26921 -0.42837 -4.90761 -0.149 0.069 -0.084
C 2.48359 0.12711 -0.39447 -0.213 0.266 -0.543
C 1.97784 -0.73729 -1.44601 0.844 0.731 -0.214
C 1.34431 0.12285 -2.41885 1.215 0.838 -0.587
H 2.26053 -1.77138 -1.63429 0.095 0.402 0.106
C 1.15439 1.41950 -1.77907 0.305 -0.288 -0.536
C 1.97193 1.41480 -0.58525 -0.132 -0.647 -0.205
H 2.17791 2.29499 0.01741 -0.183 -0.307 0.070
H 3.19316 -0.18683 0.36622 -0.435 0.098 0.066
H 1.21865 -0.09159 -3.46964 -0.069 -0.036 0.399
H 0.68164 2.28462 -2.23622 0.446 -0.245 0.106
C -2.34713 -0.93425 -0.78516 0.459 -0.153 -0.420
C -1.54003 -2.07424 -0.51023 -0.055 0.177 -0.792
C -0.63523 -2.27153 -1.60719 -1.135 -0.528 0.076
H -1.59913 -2.71100 0.36627 0.198 0.387 -0.006
C -0.97409 -1.30806 -2.61797 -0.818 -0.468 -0.588
C -1.99902 -0.43410 -2.08542 -0.323 -0.202 -0.245
H -2.45281 0.40637 -2.59713 -0.027 -0.399 0.139
H -3.10475 -0.50187 -0.13926 0.252 -0.107 -0.038
H 0.09195 -3.06889 -1.72549 -0.267 0.150 0.135
H -0.61459 -1.31356 -3.63623 -0.014 -0.002 0.373
Tc -0.12044 -0.24185 -1.07427 -0.002 -0.302 3.774
N -0.62617 1.63464 9.86023 0.386 -0.800 -2.617
C -0.46216 1.29499 8.75075 -0.380 0.796 2.516
C -0.26088 0.87569 7.39005 0.076 -0.153 -0.543
C -1.08636 1.36899 6.36809 0.120 -0.064 -0.329
C -0.89258 0.96170 5.04227 0.132 -0.129 0.504
C 0.11186 0.03104 4.74952 -0.192 0.272 0.904
C 0.94335 -0.46492 5.76168 -0.205 0.336 0.264
C 0.76329 -0.02935 7.07959 -0.025 -0.116 -0.359
N 0.27823 -0.42871 3.42436 0.316 -0.620 -1.237
C 1.04754 -1.53175 3.03279 -0.498 0.548 -0.062
C 0.95303 -1.62282 1.68240 -0.371 0.863 0.343
N 0.16374 -0.57259 1.20659 -0.157 0.155 1.313
C -0.25448 0.10841 2.28371 1.066 -1.092 -0.384
H -1.88128 2.07443 6.61563 0.263 -0.222 -0.113
H -1.53063 1.34790 4.24625 0.106 -0.098 0.413
H 1.73806 -1.17463 5.53093 -0.245 0.289 0.165
H 1.42001 -0.39649 7.87028 -0.240 0.099 -0.267
H 1.57935 -2.14871 3.73135 -0.074 -0.021 0.036
H 1.41760 -2.35866 1.04542 -0.109 0.164 -0.092
H -0.89804 0.97625 2.30246 0.176 -0.129 -0.242
```
Forces are in eV/Å.

Values from the calculation:
Multiplicity: 4
Largest force on an atom (eV/A): 3.79
Total energy (eV): -31968.87599
HOMO level (spin up / spin down) (eV): -10.37 / -11.36
Energy above the lowest of the compared OMol25 structures with the same formula, charge and spin (eV): 0.190
Frontier orbital gap (spin up / spin down) (eV): 7.52 / 7.44
Net charge: +1

Results of the Mulliken charge analysis, in e, for atoms 1 through 2: 1.508, -1.882



Entry 4:
C13H16FN in the gas phase. Source: the OMol25 dataset; level of theory: wB97M-V/def2-TZVPD.

Structure (XYZ):
```
31
Properties=species:S:1:pos:R:3:forces:R:3
C 3.14429 0.18231 1.17692 -1.470 3.151 -4.506
C 2.42729 -0.95149 0.53756 -0.888 -2.345 -1.203
C 0.91388 -0.64076 0.18625 1.675 -1.286 3.128
C -0.00170 -0.93717 1.11928 -0.761 0.528 -0.377
F 0.20106 -1.57860 2.29254 0.787 -0.055 -0.479
N -1.34133 -0.54112 1.05182 1.840 1.260 -1.188
C -2.31607 -1.20650 1.68167 -2.864 0.357 -0.932
C -3.64169 -1.00943 1.45724 0.651 -0.128 0.268
C -4.03836 0.00703 0.51322 3.052 0.930 0.051
C -3.02968 0.73628 -0.06763 -2.651 0.295 -0.832
C -1.60302 0.61343 0.17304 -0.646 -1.034 2.509
C -0.84857 1.92572 0.39137 -1.827 0.643 -1.579
C -0.60189 0.98833 -0.80143 -1.357 2.320 -2.320
C 0.59065 0.07850 -1.07131 1.871 0.755 0.835
C 0.21827 -0.95852 -2.13725 0.874 -0.674 -1.570
H 2.82933 1.13722 0.51661 0.791 -1.618 1.138
H 4.17827 0.13798 0.99844 1.480 -0.179 0.569
H 2.79039 0.50596 2.08528 -0.364 0.055 2.548
H 2.54354 -1.84917 1.23491 -0.531 0.877 -1.157
H 2.92461 -1.24140 -0.47179 -0.649 0.445 1.685
H -2.04110 -2.00646 2.26046 0.926 -1.575 1.456
H -4.36906 -1.62715 1.96876 0.131 0.088 -0.015
H -5.05948 0.25290 0.45299 -1.016 0.319 -0.656
H -3.22390 1.56945 -0.76757 -0.367 -0.517 0.425
H -0.15137 2.01601 1.12857 1.908 -0.298 2.026
H -1.43355 2.91120 0.31116 0.871 -1.743 -0.452
H -1.21770 1.49187 -1.63465 1.691 -1.251 0.355
H 1.60240 0.70956 -1.19982 -2.284 -1.230 -0.699
H -0.80525 -1.23513 -2.05710 -1.200 0.312 0.172
H 0.64458 -1.99385 -2.26530 0.661 1.144 1.193
H 0.39514 -0.56812 -3.12986 -0.333 0.454 -0.396
```
Forces are in eV/Å.

Values from the calculation:
SMILES string: CCC1=C(F)N2C=CC=C[C@@]23C[C@H]3[C@@H]1C
Largest force on an atom (eV/A): 5.69
Total energy (eV): -17944.29924
HOMO level (eV): -6.83
Energy above the lowest of the compared OMol25 structures with the same formula, charge and spin (eV): 0.000
Frontier orbital gap (eV): 7.77

Results of the Mulliken charge analysis, in e, for atoms 1 through 2: -1.123, -0.899



Entry 5:
13 unconnected molecules or ions with the total composition C3H32O13. Source: the OMol25 dataset; level of theory: wB97M-V/def2-TZVPD.

Structure (XYZ):
```
48
Properties=species:S:1:pos:R:3:forces:R:3
C 2.06318 -2.10633 -1.30979 0.086 0.334 -1.783
C 1.81404 -0.81250 -0.55597 1.257 -0.666 0.013
C 0.36127 -0.42217 -0.44360 -1.881 -0.611 0.211
O 2.53282 0.19864 -1.25976 0.331 1.129 -0.279
H 3.13036 -2.35790 -1.31923 -0.118 0.221 0.070
H 1.77833 -1.80952 -2.37050 0.144 -1.005 0.940
H 1.55334 -3.02736 -1.02320 -0.348 0.321 0.156
H 2.40142 -0.87126 0.38623 -1.028 0.237 -0.071
H -0.42546 -1.07301 -1.00674 1.720 1.202 1.261
H 0.14745 0.57691 -0.78195 0.383 0.478 -0.873
H 0.08154 -0.24576 0.59225 -0.232 -0.828 0.397
H 2.72903 -0.03207 -2.17550 -0.181 -0.333 0.156
H -3.05457 0.92119 -1.03712 0.093 -0.215 0.461
H -3.43929 2.03657 -1.96928 -0.133 0.086 -0.153
O -3.11701 1.13153 -1.98038 0.116 0.249 -0.434
H -1.66493 1.08350 -3.27346 1.047 0.227 -0.191
H -0.18281 1.41040 -3.97501 -0.376 0.569 0.653
O -0.96989 0.86501 -3.94090 -0.613 -0.782 -0.449
H 3.07640 0.87322 2.88982 0.251 0.246 -0.825
H 3.44966 -0.50424 2.82627 0.301 -0.014 -0.673
O 3.60691 0.30457 2.29822 -0.419 -0.221 1.329
H 0.87863 1.95309 2.04972 0.043 -0.013 -0.198
H 0.97484 2.24963 3.52426 -0.161 0.107 0.237
O 0.96316 1.51422 2.90760 0.910 0.151 -0.227
H 2.07737 3.26587 -2.00828 -0.145 0.120 -0.206
H 1.44371 1.92355 -1.91639 -0.044 -0.253 0.059
O 1.30571 2.78504 -2.33495 0.241 0.033 0.182
H -0.67520 0.80318 2.69372 -1.388 0.665 0.702
H -1.48243 1.15240 3.97163 0.021 0.036 -0.047
O -1.55569 1.14418 3.01270 0.425 -0.642 -0.128
H -2.00873 -3.22690 -0.52541 -0.285 -0.438 0.245
H -0.59970 -2.89993 -0.68436 -0.066 -0.807 0.692
O -1.16670 -3.49209 -0.12678 0.314 1.131 -1.046
H 1.06389 -0.64530 3.44834 -0.307 0.721 -0.115
H 1.41293 -2.00410 2.84947 0.478 1.013 1.298
O 1.66228 -1.37184 3.58511 -0.184 -1.874 -1.143
H -1.56399 -2.37190 1.30825 -0.170 0.381 -0.153
H -2.26494 -1.84896 2.57634 -0.109 0.089 0.185
O -1.95786 -1.56725 1.71214 0.321 -0.679 0.153
H -0.72979 -1.21212 -3.68594 0.661 0.961 0.970
H -1.64199 -2.18322 -3.31621 -0.371 -0.603 0.852
O -0.94410 -1.69228 -2.85830 -0.580 -0.635 -1.877
H -0.59737 3.86828 -0.39925 -0.334 -0.858 -0.733
H -1.27993 2.40356 0.02637 -0.148 0.022 -1.127
O -0.85221 3.22303 0.26149 0.545 0.577 1.923
H -2.71485 1.41373 1.45320 0.098 0.101 0.536
H -2.69601 -0.10730 1.13892 -0.014 0.866 -0.303
O -2.92277 0.78401 0.76620 -0.154 -0.792 -0.645
```
Forces are in eV/Å.

Values from the calculation:
Largest force on an atom (eV/A): 2.45
Total energy (eV): -30247.73498
HOMO level (eV): -10.37
Energy above the lowest of the compared OMol25 structures with the same formula, charge and spin (eV): 2.748
Frontier orbital gap (eV): 10.41

Results of the Mulliken charge analysis, in e, for atoms 1 through 2: -1.454, 0.927



Entry 6:
2 unconnected molecules or ions with the total composition C33H37BF6O2. Source: the OMol25 dataset; level of theory: wB97M-V/def2-TZVPD.

Structure (XYZ):
```
79
Properties=species:S:1:pos:R:3:forces:R:3
C 0.21090 1.34310 4.62832 0.106 -0.088 0.059
C 0.19239 1.44115 3.11288 0.838 -0.097 -0.122
C -0.25980 0.11660 2.49149 0.051 -0.201 -0.052
O -0.70017 2.46200 2.74426 0.449 0.354 0.259
B -0.18778 2.97853 1.49379 -1.197 -0.019 -1.406
C -1.10686 2.37644 0.25791 0.845 0.596 0.977
C -0.52628 2.07052 -0.95902 -0.554 -0.236 -0.729
C -1.31957 1.52304 -1.97068 0.396 0.020 -0.223
C -0.71979 1.19519 -3.31187 0.138 -0.151 -0.211
F -0.85993 -0.13523 -3.61690 0.168 1.048 0.012
F -1.32856 1.90069 -4.31921 0.531 -0.611 0.546
F 0.61422 1.48389 -3.36843 -0.997 -0.274 -0.172
C -2.66868 1.27093 -1.77463 -0.052 0.003 -0.012
C -3.22399 1.58272 -0.54116 -0.282 0.059 0.295
C -4.69055 1.31999 -0.32562 -0.283 -0.145 0.064
F -5.10455 1.65797 0.93087 0.141 -0.303 -1.023
F -5.46136 2.03161 -1.21061 0.364 -0.617 0.686
F -4.99475 -0.00561 -0.50863 0.001 1.040 0.126
C -2.45056 2.13161 0.48043 -0.544 -0.242 -0.651
C -0.40134 4.65758 1.47136 -0.355 1.134 -0.162
C 0.12607 5.24951 0.24584 -0.582 0.290 0.964
C 1.43084 5.50733 0.01479 0.605 0.723 0.451
C 1.97250 5.76666 -1.34453 0.216 0.002 -0.470
O 1.18790 2.58980 1.29152 0.092 -0.077 0.281
C 1.59106 1.93416 2.47012 -0.559 -0.369 0.623
C 2.27790 2.94609 3.38053 0.127 0.126 0.275
C 2.53901 0.80071 2.12332 0.042 -0.141 0.044
H 0.93977 0.59043 4.95017 -0.081 0.089 0.072
H 0.46699 2.31010 5.07362 -0.089 -0.221 -0.043
H -0.77993 1.04771 4.98941 0.123 0.014 -0.055
H 0.33289 -0.71620 2.89159 -0.126 0.078 -0.134
H -1.31562 -0.06157 2.73277 0.202 0.089 0.002
H -0.16152 0.12854 1.39537 -0.038 0.011 0.355
H 0.53125 2.24567 -1.14384 -0.178 -0.026 0.197
H -3.27802 0.84251 -2.56632 0.096 0.054 0.108
H -2.91067 2.35288 1.44093 0.218 -0.031 -0.137
H -1.48380 4.82233 1.55395 0.153 -0.043 0.037
H 0.08354 5.05612 2.37148 0.219 -0.201 -0.044
H -0.60430 5.54967 -0.51194 0.214 -0.612 -0.279
H 2.15464 5.41638 0.83633 -0.352 -0.348 -0.308
H 3.05450 5.60351 -1.34786 -0.174 -0.041 -0.215
H 1.49390 5.12923 -2.10180 0.250 0.092 0.207
H 1.80756 6.80184 -1.65542 0.102 -0.061 -0.202
H 2.67754 2.45370 4.27615 -0.029 0.185 -0.095
H 3.11069 3.41775 2.84393 -0.130 -0.110 0.026
H 1.57530 3.73497 3.69077 0.190 -0.244 -0.089
H 2.84072 0.26774 3.03306 -0.001 0.007 -0.133
H 2.06707 0.09041 1.43671 0.147 0.165 0.114
H 3.43860 1.20031 1.64295 -0.101 -0.024 0.061
C -2.24433 8.26346 5.10842 -0.054 -0.042 0.272
C -1.32981 8.25573 3.92529 0.123 0.410 -0.249
C -1.86837 8.37258 2.63616 0.105 0.046 -0.011
C -1.04093 8.37335 1.53388 0.596 -0.200 -0.109
C 0.37459 8.25205 1.67438 -0.743 -0.798 1.023
C 1.13668 8.20169 0.47516 -0.731 0.249 -0.315
C 2.40536 8.78513 0.23949 1.128 0.059 -0.528
C 2.77244 9.03393 -1.12266 -0.205 -0.377 0.478
C 4.05527 9.41479 -1.45643 -0.033 0.029 0.057
C 5.03621 9.54670 -0.46372 -0.373 0.115 -0.192
C 6.43744 9.88577 -0.85642 0.311 -0.008 0.069
C 4.66862 9.41371 0.88202 -0.239 0.046 0.123
C 3.36624 9.10369 1.24454 -0.091 -0.190 -0.411
C 0.90098 8.07208 2.98337 -0.218 0.299 -0.493
C 0.05796 8.15414 4.08177 -0.074 -0.160 0.015
H -1.66371 8.20480 6.03304 -0.207 -0.011 -0.063
H -2.86425 9.16891 5.13875 0.164 -0.167 -0.045
H -2.92586 7.40515 5.06342 0.127 0.127 0.061
H -2.94862 8.46791 2.51019 0.307 -0.065 0.028
H -1.45067 8.46488 0.52411 0.061 -0.040 0.354
H 0.54851 7.98498 -0.42210 0.189 0.283 0.280
H 2.01123 8.91241 -1.89823 0.311 0.020 0.256
H 4.31594 9.59816 -2.50022 -0.060 -0.066 0.286
H 7.08360 9.89521 0.02557 0.017 0.020 -0.218
H 6.81886 9.14602 -1.57056 -0.016 0.133 0.146
H 6.49856 10.86773 -1.34478 -0.083 -0.202 0.132
H 5.42729 9.56699 1.65207 -0.273 0.035 -0.187
H 3.07878 9.10006 2.29367 0.229 -0.089 -0.353
H 1.95803 7.83300 3.11882 -0.474 0.113 0.037
H 0.47413 8.11919 5.09107 -0.115 -0.212 -0.314
```
Forces are in eV/Å.

Values from the calculation:
Largest force on an atom (eV/A): 1.85
Total energy (eV): -55898.43717
HOMO level (eV): -7.28
Frontier orbital gap (eV): 4.48

Results of the Mulliken charge analysis, in e, for atoms 1 through 2: -1.916, 1.860